<one>
Below is a 12-piece molecular cluster, C24H72O24 overall, with properties calculated with wB97M-V/def2-TZVPD.

Structure (XYZ):
```
120
Properties=species:S:1:pos:R:3:lowdin_charge:R:1
O -2.3713 -0.1548 4.6830 -0.075
C -1.7452 -1.3920 4.3815 -0.241
C -1.0889 -2.0212 5.6128 -0.238
O -0.1733 -1.1215 6.2241 -0.068
H -1.6926 0.5262 4.8083 0.036
H -2.4928 -2.1183 4.0561 0.118
H -0.9999 -1.2125 3.6004 0.105
H -0.5203 -2.8916 5.2549 0.110
H -1.8073 -2.4050 6.3344 0.118
H 0.4410 -0.9154 5.5042 0.033
O -0.7021 -0.4796 -4.9202 -0.082
C -1.1560 0.8079 -5.3850 -0.193
C -2.2428 1.3333 -4.4621 -0.242
O -3.4385 0.6018 -4.6259 -0.052
H -1.4169 -1.1259 -4.9976 0.099
H -0.2244 1.3798 -5.3361 0.116
H -1.4563 0.7869 -6.4340 0.125
H -2.4760 2.3601 -4.7545 0.125
H -1.8952 1.3274 -3.4264 0.107
H -3.3509 -0.2096 -4.1026 0.040
O 0.2365 3.5848 -2.3969 -0.070
C 1.2767 4.3080 -1.7344 -0.198
C 2.5558 3.4661 -1.6072 -0.194
O 2.3445 2.1001 -1.2272 -0.100
H 0.4266 3.5177 -3.3380 0.103
H 1.5138 5.2031 -2.3125 0.126
H 0.8940 4.5956 -0.7585 0.100
H 3.1861 3.9321 -0.8496 0.126
H 3.0681 3.4549 -2.5727 0.112
H 1.7265 1.7315 -1.8795 0.044
O -3.3389 0.5820 -1.1757 -0.108
C -4.3340 0.7432 -0.1743 -0.202
C -5.6833 0.6092 -0.8843 -0.266
O -5.8880 1.5118 -1.9249 -0.033
H -2.5212 1.0591 -0.9344 0.056
H -4.1710 0.1076 0.6986 0.125
H -4.3158 1.7750 0.1982 0.113
H -6.4397 0.7801 -0.1139 0.122
H -5.8136 -0.4436 -1.1662 0.113
H -5.1070 1.5355 -2.4954 0.081
O -0.8956 2.1426 5.5427 -0.052
C -0.7868 3.1459 4.5548 -0.249
C 0.0788 4.2986 5.0318 -0.225
O -0.7509 5.1582 5.8252 -0.065
H -1.5262 2.4158 6.2185 0.118
H -0.1770 2.7407 3.7430 0.094
H -1.7111 3.5177 4.1151 0.114
H 0.6068 4.8460 4.2448 0.121
H 0.9034 3.9518 5.6685 0.123
H -0.4831 6.0674 5.6704 0.081
O 3.2801 1.2904 -3.9509 -0.087
C 4.4592 0.4996 -3.8585 -0.211
C 4.3738 -0.4337 -2.6579 -0.238
O 4.4125 0.1914 -1.3747 -0.084
H 2.4927 0.7636 -3.7493 0.047
H 4.5847 -0.0730 -4.7795 0.119
H 5.2855 1.1866 -3.6796 0.124
H 5.3032 -1.0107 -2.6670 0.122
H 3.5366 -1.1349 -2.7144 0.110
H 3.7585 0.9190 -1.2693 0.059
O 3.2005 -1.8043 1.9119 -0.077
C 2.7816 -3.0943 1.4860 -0.215
C 1.3066 -3.2463 1.8364 -0.200
O 0.4114 -2.6340 0.9321 -0.112
H 4.1150 -1.8264 2.2136 0.107
H 2.8747 -3.2949 0.4149 0.110
H 3.3043 -3.8748 2.0462 0.128
H 1.1273 -2.9846 2.8834 0.112
H 1.1176 -4.3260 1.8037 0.126
H 0.6087 -1.6786 1.0169 0.029
O -3.0563 -1.5327 -2.8409 -0.084
C -3.2145 -2.7111 -2.0838 -0.241
C -3.2224 -3.9806 -2.8869 -0.208
O -1.9097 -4.1444 -3.4425 -0.103
H -3.0998 -0.8199 -2.1737 0.040
H -2.4015 -2.8805 -1.3662 0.118
H -4.1407 -2.6855 -1.4985 0.123
H -3.8802 -3.9135 -3.7539 0.126
H -3.4181 -4.8482 -2.2552 0.124
H -1.3347 -4.1644 -2.6524 0.034
O 0.1589 -3.7856 -1.6752 -0.105
C 1.2586 -4.6573 -1.8689 -0.222
C 0.8974 -5.7353 -2.8417 -0.235
O 0.8412 -5.2044 -4.1674 -0.066
H 0.1428 -3.2556 -0.8580 0.066
H 2.1716 -4.1834 -2.2447 0.126
H 1.5350 -5.0680 -0.8890 0.120
H -0.0743 -6.2010 -2.6531 0.122
H 1.6324 -6.5385 -2.8772 0.123
H 0.0350 -4.6909 -4.3022 0.060
O 0.9077 0.1688 -2.7531 -0.095
C 0.3267 -0.7586 -1.8163 -0.160
C 0.9194 -0.7667 -0.4292 -0.178
O 2.1225 -1.5536 -0.3411 -0.086
H 0.4051 -0.0457 -3.5597 0.052
H -0.7353 -0.5261 -1.6569 0.110
H 0.2682 -1.7159 -2.3461 0.127
H 0.2084 -1.1862 0.2826 0.081
H 1.1673 0.2148 -0.0246 0.128
H 2.8563 -1.1046 -0.7802 0.069
O 3.9061 1.1185 5.4442 -0.053
C 3.4093 1.1522 4.1159 -0.237
C 2.0356 0.5307 4.0280 -0.223
O 2.0367 -0.9017 4.2248 -0.102
H 3.3477 0.5386 5.9719 0.084
H 3.2471 2.2229 3.9378 0.118
H 4.0929 0.7752 3.3478 0.120
H 1.5388 0.7899 3.0915 0.112
H 1.4387 0.8965 4.8679 0.110
H 2.7148 -1.2382 3.5976 0.058
O -1.3812 4.9944 0.7471 -0.061
C -1.5729 3.6861 1.3021 -0.211
C -0.6229 2.6054 0.8033 -0.194
O -1.0713 1.9482 -0.3714 -0.069
H -2.0297 5.5931 1.1222 0.083
H -1.5124 3.8214 2.3891 0.072
H -2.6250 3.4053 1.1681 0.121
H -0.5078 1.9738 1.6870 0.107
H 0.3274 3.0697 0.5418 0.112
H -0.5382 2.3440 -1.0863 0.066
```

Results
Kohn-Sham gap = 9.80 eV
LUMO energy = 0.19 eV
Spin multiplicity = 1
SMILES = OCCO.OCCO.OCCO.OCCO.OCCO.OCCO.OCCO.OCCO.OCCO.OCCO.OCCO.OCCO

***

<two>
Below is a 12-piece molecular cluster, C24H72O24 overall, with properties calculated with wB97M-V/def2-TZVPD.

Structure (XYZ):
```
120
Properties=species:S:1:pos:R:3:lowdin_charge:R:1
O 28.8450 6.3050 21.6179 -0.068
C 28.2541 7.3248 20.8545 -0.230
C 28.3364 6.9045 19.3088 -0.191
O 27.6316 7.8233 18.3764 -0.098
H 28.6245 5.4537 21.2329 0.079
H 27.2101 7.3944 21.1601 0.113
H 28.7489 8.2949 20.9008 0.117
H 27.8076 5.9544 19.2323 0.100
H 29.3505 6.7526 18.9392 0.112
H 27.6407 7.3457 17.5437 0.066
O 33.3394 25.3078 15.1285 -0.071
C 33.3967 24.1231 14.3829 -0.224
C 32.0077 23.5041 14.6250 -0.316
O 31.5864 23.2437 15.8924 -0.042
H 32.9155 25.1176 15.9685 0.077
H 33.6837 24.4108 13.3715 0.129
H 34.0440 23.4169 14.9029 0.113
H 31.8166 22.5479 14.1378 0.117
H 31.3563 24.2247 14.1304 0.116
H 30.7076 22.8720 15.7872 0.102
O 23.1398 23.8351 16.3570 -0.071
C 24.2880 23.0925 16.6777 -0.263
C 24.5773 22.3214 15.4593 -0.228
O 25.8260 21.5318 15.6884 -0.091
H 23.0824 24.2490 15.4928 0.089
H 25.0672 23.8521 16.7400 0.124
H 24.2303 22.4712 17.5715 0.134
H 24.7830 22.9640 14.6033 0.115
H 23.7599 21.7018 15.0903 0.123
H 25.7380 20.6199 15.4016 0.068
O 25.9663 14.2972 14.6668 -0.042
C 26.8162 13.9644 15.6279 -0.311
C 28.2766 14.2716 15.2778 -0.260
O 28.5192 15.5676 15.6744 -0.054
H 25.8347 13.5261 14.1102 0.100
H 26.6038 14.4583 16.5761 0.122
H 26.4387 12.9531 15.7793 0.121
H 28.5661 14.1539 14.2335 0.121
H 28.9477 13.6085 15.8237 0.110
H 28.9612 16.0893 15.0005 0.092
O 24.4727 18.0999 23.0638 -0.090
C 25.1759 17.3177 22.0312 -0.184
C 25.5269 15.8940 22.5509 -0.272
O 26.5887 16.0280 23.4107 -0.072
H 23.8444 18.6975 22.6518 0.072
H 24.4928 17.0551 21.2233 0.106
H 26.0410 17.8947 21.7045 0.120
H 25.8824 15.2588 21.7396 0.115
H 24.8451 15.2317 23.0844 0.121
H 26.3926 16.7732 23.9832 0.084
O 37.3431 16.8012 13.1990 -0.055
C 36.5253 17.5047 12.3228 -0.269
C 35.6214 16.5008 11.6248 -0.284
O 34.7938 15.6801 12.3825 -0.040
H 36.8317 16.1100 13.6259 0.081
H 36.0027 18.3357 12.7965 0.115
H 37.1516 17.9574 11.5540 0.122
H 36.3642 15.8913 11.1102 0.120
H 35.1273 17.0824 10.8465 0.114
H 34.7625 14.7872 12.0312 0.095
O 19.1782 16.8737 9.8630 -0.040
C 19.6773 15.9979 8.9908 -0.298
C 20.3684 16.7290 7.7948 -0.234
O 19.4768 16.6129 6.7504 -0.086
H 19.2392 16.4225 10.7081 0.098
H 20.4165 15.4281 9.5538 0.115
H 18.9128 15.3065 8.6363 0.122
H 21.1593 16.1623 7.3034 0.116
H 20.7458 17.7454 7.9065 0.119
H 18.6105 16.9446 6.9977 0.088
O 19.4840 13.8289 16.5881 -0.069
C 19.6860 14.2062 17.9301 -0.244
C 18.3663 14.4813 18.7403 -0.198
O 18.1084 13.2925 19.5390 -0.076
H 20.3408 13.6315 16.2025 0.082
H 20.1971 13.3802 18.4246 0.110
H 20.4563 14.9743 17.9985 0.107
H 17.4721 14.7937 18.2008 0.114
H 18.6075 15.3832 19.3029 0.102
H 17.5809 13.6537 20.2552 0.073
O 36.5613 9.1533 17.5017 -0.074
C 36.0083 10.3600 16.8950 -0.219
C 34.9014 10.9096 17.7678 -0.179
O 33.6681 10.0492 17.5583 -0.115
H 35.8917 8.5451 17.8234 0.076
H 36.7986 11.0897 16.7183 0.113
H 35.7675 10.2687 15.8358 0.114
H 34.5878 11.9322 17.5582 0.108
H 34.9858 10.8815 18.8542 0.115
H 33.0818 10.2976 18.2768 0.061
O 33.0800 18.9128 21.6845 -0.110
C 32.9072 20.2357 22.2449 -0.185
C 33.8526 20.1855 23.5324 -0.273
O 35.1532 19.7649 23.4036 -0.037
H 32.2978 18.7163 21.1638 0.075
H 33.2439 20.8935 21.4436 0.108
H 31.8477 20.3159 22.4879 0.110
H 33.2240 19.7173 24.2898 0.108
H 33.9731 21.2008 23.9101 0.112
H 35.2727 18.9046 22.9947 0.091
O 22.4630 9.7179 5.3995 -0.087
C 22.3228 9.8719 6.8062 -0.228
C 23.7498 9.8493 7.4856 -0.220
O 23.7643 10.3421 8.8419 -0.072
H 22.9910 10.3951 4.9702 0.080
H 21.8643 10.8386 7.0143 0.111
H 21.6389 9.0663 7.0734 0.117
H 24.3923 10.4376 6.8303 0.109
H 24.1804 8.8501 7.4204 0.112
H 23.3747 9.6540 9.3863 0.079
O 22.5652 6.8157 12.5891 -0.086
C 23.0797 6.6190 13.8924 -0.235
C 24.1969 5.5810 13.8303 -0.293
O 25.3419 6.1353 13.3011 -0.031
H 22.1445 6.0171 12.2621 0.080
H 23.3794 7.5783 14.3142 0.126
H 22.2003 6.1825 14.3659 0.114
H 23.7674 4.6846 13.3829 0.118
H 24.3700 5.1795 14.8288 0.111
H 25.6284 5.7043 12.4925 0.096
```

Results
Kohn-Sham gap = 9.93 eV
LUMO energy = 0.03 eV
Spin multiplicity = 1
SMILES = OCCO.OCCO.OCCO.OCCO.OCCO.OCCO.OCCO.OCCO.OCCO.OCCO.OCCO.OCCO

***

Most favorable structure: <one>. The second most favorable one is 610.8 kJ/mol above it.

***

<one>
Below is C8H14O2 as an isolated structure, with properties calculated with wB97M-V/def2-TZVPD.

Structure (XYZ):
```
24
Properties=species:S:1:pos:R:3:nbo_charge:R:1
C 0.6943 -1.1759 4.2774 -0.566
C 1.1573 -0.5633 3.0780 -0.338
C 0.0596 -0.6233 1.8251 -0.521
C 0.4837 -0.0623 0.5892 0.478
C -0.4259 0.0111 -0.6204 0.460
C 0.0252 0.5508 -1.8756 -0.542
C -1.1990 0.5406 -2.9686 -0.422
C -0.6255 1.1187 -4.2355 -0.551
H -0.1089 -0.4887 4.8655 0.197
H -0.1855 -2.2636 4.4515 0.215
H 1.2827 -0.9400 4.9043 0.177
H 2.2440 -1.2206 2.5196 0.177
H 1.2959 0.3851 2.9704 0.206
H -0.4598 -1.6184 1.5655 0.262
H -0.9020 -0.0549 2.0268 0.260
H 1.1593 -0.0422 -2.0472 0.287
H 0.5847 1.6534 -1.7082 0.293
H -2.2174 1.3364 -2.7124 0.224
H -1.6925 -0.4342 -3.0264 0.233
H 0.8778 1.1227 -4.3172 0.151
H -0.9579 0.5340 -4.9968 0.195
H -0.9995 2.1802 -4.6014 0.219
O 1.6030 0.3737 0.3724 -0.535
O -1.6937 -0.3194 -0.3360 -0.558
```

Results
Kohn-Sham gap = 9.07 eV
LUMO energy = -0.44 eV
Spin multiplicity = 1

***

<two>
Below is a 2-piece molecular cluster, C8H14O2 overall, with properties calculated with wB97M-V/def2-TZVPD.

Structure (XYZ):
```
24
Properties=species:S:1:pos:R:3:nbo_charge:R:1
C 1.2611 -0.7441 -2.2775 -0.378
C 0.8990 -1.2314 -1.0961 -0.217
C -0.4913 -1.3108 -0.5608 0.250
C -1.6468 -1.2940 -1.5510 -0.651
O -0.6319 -2.1628 0.4553 -0.693
H 2.2948 -0.7488 -2.5914 0.206
H 0.5458 -0.3773 -3.0026 0.192
H 1.6461 -1.5930 -0.3990 0.222
H -0.6097 -0.1488 0.0176 0.137
H -1.6223 -2.2153 -2.1358 0.230
H -2.5892 -1.2628 -1.0060 0.229
H -1.5969 -0.4427 -2.2286 0.209
H -0.9486 -1.5687 1.3454 0.490
C 1.2330 0.8459 2.4014 -0.330
C 0.3692 1.2501 1.4720 -0.092
C 0.6101 2.3941 0.5304 -0.644
C -0.9196 0.5187 1.2856 0.242
O -1.2500 -0.4653 2.0340 -0.648
H 2.1918 1.3290 2.5355 0.198
H 0.9869 0.0195 3.0537 0.220
H -0.1778 3.1464 0.6224 0.218
H 1.5681 2.8730 0.7276 0.225
H 0.6121 2.0478 -0.5073 0.221
H -1.7339 1.1412 0.8752 0.166
```

Results
Kohn-Sham gap = 9.33 eV
LUMO energy = -0.27 eV
Spin multiplicity = 1
SMILES = C=C[C@@H](C)O.C=C(C)C=O

***

Most favorable structure: <two>. The second most favorable one is 630.7 kJ/mol above it.

***

<one>
Below is a 5-piece molecular cluster, C2H14NO4 overall, with properties calculated with wB97M-V/def2-TZVPD.

Structure (XYZ):
```
21
Properties=species:S:1:pos:R:3:nbo_charge:R:1
C -1.9192 1.4531 -1.2252 -0.041
C -2.0629 1.1344 -2.4974 -0.374
N -0.8352 0.8419 -0.4191 -0.722
H -2.5343 2.1554 -0.6886 0.231
H -2.9760 1.4986 -2.9425 0.237
H -1.7864 0.1874 -2.9539 0.224
H -0.2382 1.5862 -0.0509 0.472
H -0.2459 0.2747 -1.0482 0.454
H -1.1924 0.2135 0.3175 0.478
H 1.3739 2.3029 1.7543 0.488
H 1.6092 0.7918 1.7755 0.514
O 0.9623 1.4619 1.5021 -0.997
H 2.6694 -1.7886 2.0677 0.496
H 2.2330 -1.0937 0.7724 0.494
O 2.1895 -1.0209 1.7381 -0.980
H -1.4283 -2.2388 1.5061 0.495
H 0.0936 -1.9268 1.3449 0.503
O -0.7937 -1.6336 1.1069 -0.988
H 0.7665 -2.0881 -1.3130 0.496
H 1.9727 -1.3191 -1.6631 0.493
O 1.2309 -1.2827 -1.0381 -0.972
```

Results
Charge = +1
Kohn-Sham gap = 11.73 eV
LUMO energy = -2.99 eV
Spin multiplicity = 1

***

<two>
Below is a 5-piece molecular cluster, C2H14NO4 overall, with properties calculated with wB97M-V/def2-TZVPD.

Structure (XYZ):
```
21
Properties=species:S:1:pos:R:3:nbo_charge:R:1
C -0.1691 1.3330 0.8852 -0.036
C -1.2916 1.6940 1.4589 -0.375
N -0.0500 0.1418 0.0699 -0.751
H 0.7528 1.8507 1.0764 0.230
H -1.4692 2.5802 2.0375 0.245
H -2.2110 1.1585 1.2072 0.194
H 0.8835 -0.2723 0.0396 0.485
H -0.6036 -0.6307 0.4697 0.436
H -0.5530 0.2507 -0.8486 0.476
H 1.4300 1.2597 -3.0188 0.478
H 2.3902 2.0114 -2.1761 0.483
O 1.6605 1.3830 -2.0907 -0.957
H 1.5882 -2.4152 0.5826 0.487
H 2.3854 -1.6374 1.6290 0.501
O 1.9581 -1.5386 0.7720 -0.959
H -1.3949 0.3471 -3.0339 0.522
H -1.1601 -1.2710 -2.5648 0.515
O -0.9923 -0.3331 -2.4753 -0.996
H -1.1327 -2.7310 1.7601 0.490
H -1.3503 -1.2648 2.2180 0.480
O -0.6711 -1.9160 2.0021 -0.948
```

Results
Charge = +1
Kohn-Sham gap = 11.40 eV
LUMO energy = -3.06 eV
Spin multiplicity = 1

***

Most favorable structure: <one>. The second most favorable one is 40.5 kJ/mol above it.